This record from OMol25 describes 5 unconnected molecules or ions with the total composition C10H31Br2N4O4 at a distorted geometry. The level of theory is ωB97M-V/def2-TZVPD.

Cartesian coordinates (Å):
1 C -2.0689 -1.1967 2.4405
2 N -2.6047 -0.3663 1.3394
3 C -2.3064 -0.6246 0.0496
4 N -1.7980 0.3747 -0.7386
5 C -0.4542 0.8957 -0.5386
6 Br -0.2566 1.7298 1.1981
7 C 0.6745 -0.0652 -0.8541
8 C 0.5459 -0.6703 -2.2414
9 Br 0.9320 -1.4276 0.4918
10 N -2.6293 -1.7737 -0.5050
11 C -3.3841 -2.8508 0.1043
12 N -4.3307 -3.3420 -0.8846
13 H -2.8376 -1.3166 3.1993
14 H -1.2077 -0.7258 2.8996
15 H -1.8137 -2.1875 2.0834
16 H -2.4804 0.6225 1.5146
17 H -1.9902 0.2127 -1.7186
18 H -0.3398 1.7281 -1.2265
19 H 1.5837 0.5310 -0.8562
20 H 0.4695 0.1108 -2.9948
21 H -0.2469 -1.4090 -2.3223
22 H 1.4833 -1.1866 -2.4363
23 H -2.3448 -1.9436 -1.4572
24 H -2.6920 -3.6451 0.3759
25 H -3.8571 -2.5072 1.0225
26 H -4.8776 -4.0751 -0.4474
27 H -5.0045 -2.6044 -1.0664
28 C 1.7799 1.8742 4.8788
29 O 2.1054 1.0483 3.7583
30 H 2.4972 1.6626 5.6653
31 H 1.8483 2.9334 4.6163
32 H 0.7781 1.6579 5.2549
33 H 1.4676 1.2274 3.0645
34 C 3.7424 0.1501 -4.4940
35 O 3.7897 -0.1972 -3.1051
36 H 2.7690 -0.1371 -4.8790
37 H 3.8755 1.2257 -4.6316
38 H 4.5070 -0.3859 -5.0562
39 H 4.6543 0.0520 -2.7713
40 C 1.3027 -1.3464 -7.4928
41 O 2.6242 -0.8214 -7.4325
42 H 0.9490 -1.4495 -6.4688
43 H 0.6300 -0.6742 -8.0316
44 H 1.2852 -2.3296 -7.9683
45 H 2.9451 -0.7298 -8.3327
46 C -0.1681 4.2608 7.7654
47 O 0.3575 2.9364 7.7179
48 H -0.9416 4.3294 7.0048
49 H -0.6137 4.4771 8.7389
50 H 0.6040 5.0036 7.5503
51 H 1.0398 2.8692 8.3898

Values from the calculation:
Kohn-Sham gap	9.23	eV
total charge	+1
largest force on an atom	1.06	eV/A
calculated total energy	-165100.8109	eV